1.
Here is a single C4H5FN2S molecule at a distorted geometry from the Open Molecules 2025 dataset. Energies are from wB97M-V/def2-TZVPD.

## Properties
Multiplicity   1
HOMO-LUMO gap   8.72 eV
Net charge   0
Structure (SMILES)   FC1=CN/C(=N\S)C1

Last columns: bonded neighbours and bond lengths (Å).
Cartesian coordinates (Å):
1 S -0.72751 0.20207 -2.93555  N3 1.795, H9 1.543
2 F 1.30762 -0.21373 2.84251  C8 1.378
3 N -0.50306 1.13075 -1.41615  S1 1.795, C5 1.220
4 N -0.24713 -0.96291 -0.35954  C5 1.487, C6 1.491, H13 1.092
5 C -0.16149 0.52035 -0.41701  N3 1.220, N4 1.487, C7 1.434
6 C 0.45449 -1.47718 0.85079  N4 1.491, C8 1.405, H11 0.993
7 C 0.31937 1.01169 0.84113  C5 1.434, C8 1.644, H10 1.325, H12 1.102
8 C 0.95505 -0.34587 1.51697  F2 1.378, C6 1.405, C7 1.644
9 H -1.80130 1.25187 -3.29002  S1 1.543
10 H -0.65801 1.07567 1.73337  C7 1.325
11 H 0.52347 -2.43357 1.10871  C6 0.993
12 H 1.02489 1.85131 0.72999  C7 1.102
13 H -0.48640 -1.61045 -1.20521  N4 1.092


2.
Here is a single C4H5FO molecule at a distorted geometry from the Open Molecules 2025 dataset. Energies are from wB97M-V/def2-TZVPD.

## Properties
Multiplicity   1
HOMO-LUMO gap   9.55 eV
Net charge   0
Structure (SMILES)   FC1=COCC1

Last columns: bonded neighbours and bond lengths (Å).
Cartesian coordinates (Å):
1 F -1.34946 1.94103 0.61676  C3 1.384
2 O 1.17380 -0.56500 0.79027  C5 1.427, C6 1.386
3 C -0.52255 0.84439 0.44619  F1 1.384, C4 1.481, C6 1.315
4 C -0.59724 -0.00696 -0.76290  C3 1.481, C5 1.518, H9 1.088, H11 1.118
5 C 0.57538 -0.92129 -0.45562  O2 1.427, C4 1.518, H7 1.138, H8 1.082
6 C 0.46242 0.52834 1.25827  O2 1.386, C3 1.315, H10 1.077
7 H 0.22626 -2.00217 -0.38977  C5 1.138
8 H 1.32733 -0.90260 -1.23291  C5 1.082
9 H -1.57834 -0.47667 -0.78152  C4 1.088
10 H 0.75282 0.95753 2.20258  C6 1.077
11 H -0.47042 0.60340 -1.69135  C4 1.118


Taking the records one at a time from the top gives LUMO values of 0.6; 1.0 eV.
Taking the records one at a time from the top gives energy relative to the best compared isomer or geometry (same formula, charge and spin) values of 385.6; 47.2 kJ/mol.